6 unconnected molecules or ions with the total composition C44H71ClN3O13S5. Source: OMol25; level of theory: wB97M-V/def2-TZVPD.

Values from the calculation:
Electronic energy in eV: -144549.199
ΔE to the lowest compared entry with this formula, charge and spin in eV: 2.169
Highest occupied orbital energy in eV: -9.5

```
! wB97M-V def2-TZVPD RIJCOSX def2/J DEFGRID3
* xyz 1 1
H 7.06 3.71 -0.25
C -13.08 -3.33 3.05
H -7.68 -4.48 2.40
C -12.00 -3.02 2.01
C -3.95 -1.87 -0.80
H 1.69 0.91 4.43
O -2.84 -2.57 -4.21
C 12.25 2.28 1.10
C 1.17 2.34 -0.26
H -3.96 1.28 0.38
C 0.67 2.89 0.96
H -9.84 -2.69 2.23
H -2.39 -5.82 -5.40
H -0.81 5.42 -2.56
H -5.64 -4.39 -4.64
H -0.80 3.27 5.14
C 2.13 -1.49 -2.27
H 3.47 -0.79 -4.74
H 13.30 2.00 1.24
H 1.10 5.11 -0.37
N 1.09 2.35 2.16
H 1.18 -1.85 -1.82
H -6.91 -6.05 4.50
H 5.57 3.10 -3.71
C -2.86 -5.73 -3.28
S -3.37 -3.73 -4.90
N -0.47 6.21 -2.00
C 2.52 0.75 1.07
H 3.84 -2.56 -4.77
O 3.98 0.74 -1.54
C 2.79 0.62 -1.45
H -3.67 2.02 -2.52
C 3.90 0.99 3.89
H 8.09 2.28 -0.35
O 7.38 5.73 -3.27
H -12.30 -2.22 1.34
O -4.91 -2.61 2.87
H 12.41 5.08 -0.85
H 4.59 -0.10 5.70
C -3.39 -1.09 -1.81
H -10.87 -1.65 3.26
C 0.76 2.82 -1.66
O -5.73 -3.73 0.76
C -1.67 2.06 -1.67
O 2.28 -2.04 -3.53
O 10.42 3.43 2.59
S -10.70 -3.83 4.14
O -3.68 -3.71 -6.30
H 11.61 1.41 1.21
C -4.88 -5.79 3.75
H 12.54 2.48 -1.05
H 5.29 -0.70 4.05
C 0.26 5.38 0.30
H 5.44 4.21 -2.32
H 2.96 -1.80 -1.59
H -2.58 -5.12 -2.42
H -12.88 -4.05 5.10
H -0.27 1.89 -3.40
H -1.22 3.70 0.29
C -6.82 -4.42 3.07
H -12.55 -5.29 3.86
C 12.67 4.41 -0.03
C 12.06 3.01 -0.23
C -2.84 1.29 -2.37
H -4.68 -6.49 -4.17
C 3.54 -1.71 -4.12
H -1.83 5.54 -0.54
H 1.69 2.85 -2.27
C 12.16 4.94 1.31
C -0.10 3.08 4.33
C -4.26 -0.90 0.27
H -2.48 0.92 -3.35
C 2.14 1.26 -0.20
H -4.40 -5.83 1.63
H -11.80 -3.91 1.41
H -3.30 -4.79 2.59
H 0.53 6.12 1.08
H -0.76 4.30 1.88
O 2.10 -0.04 -2.42
C -0.86 6.08 -0.58
H 9.36 3.19 -2.17
C -0.25 1.76 -2.30
H -1.07 7.11 -0.22
H -4.62 -5.18 4.62
H 0.26 3.80 -1.69
C 6.07 3.48 -2.82
C 1.96 1.31 2.26
H 4.41 1.91 3.55
H -1.58 1.77 -0.59
O -9.96 -4.98 3.69
C 2.39 0.69 3.59
C -2.30 -5.12 -4.56
H -4.48 -6.79 3.90
H -13.43 -2.40 3.51
C -4.39 -5.72 -3.45
C 6.51 2.38 -1.86
C 4.62 0.00 4.60
H 2.33 -0.41 3.43
C -3.85 0.36 -0.21
H 12.90 5.57 1.80
C 8.52 3.81 -1.84
H 5.67 1.99 -1.30
H 11.00 3.10 -0.45
H 6.96 1.56 -2.42
H -2.99 -1.34 -2.81
H -4.98 -3.64 -3.16
O -10.39 -3.15 5.37
C -6.40 -5.80 3.57
C -4.33 -5.15 2.48
S 7.59 4.30 -3.29
S 11.84 3.50 2.34
S -5.42 -3.77 2.17
H -1.27 -4.79 -4.46
H -0.94 7.01 -2.42
H -4.12 -2.95 -0.84
H 4.35 -1.54 -3.38
C 0.60 2.89 3.36
H -2.48 -6.74 -3.12
H 8.90 4.71 -1.34
H -4.73 -1.10 1.24
H -6.68 -6.56 2.83
C 7.56 3.03 -0.95
H -1.79 3.17 -1.67
H -7.04 -3.74 3.89
O 12.81 3.44 3.40
O 8.14 3.63 -4.44
N -3.34 0.25 -1.50
H 13.76 4.33 -0.01
C -10.76 -2.64 2.81
Cl 3.65 -0.59 1.16
H -4.90 -5.95 -2.52
H -13.95 -3.81 2.60
C -12.45 -4.23 4.12
C -4.78 -4.34 -3.98
C -0.34 4.04 0.89
H 11.23 5.49 1.20
H 0.00 0.73 -1.99
*
```